This record from the OMol25 dataset describes a 5-piece molecular cluster, C2H12ClN4O4 overall. The level of theory is ωB97M-V/def2-TZVPD.

E_tot: -28945.134 eV
spin multiplicity: 1
charge: -1
largest force on an atom: 0.12132 Eh/bohr
Kohn-Sham gap: 7.36 eV
E_HOMO: -4.609 eV

Last column: Löwdin charge in e.
CARTESIAN COORDINATES (ANGSTROEM)
Cl 7.944 -23.774 7.971  -0.819
C 3.850 -20.668 9.975  -0.823
O 2.772 -20.187 10.016  0.055
N 4.396 -21.486 10.857  0.152
N 4.760 -20.414 9.078  0.156
H 3.700 -21.749 11.540  0.112
H 5.345 -21.811 10.740  0.111
H 4.568 -19.737 8.354  0.114
H 5.704 -20.774 9.049  0.105
C 12.768 -25.333 9.513  -0.845
O 12.798 -24.130 9.476  0.047
N 11.734 -26.054 9.385  0.186
N 13.859 -26.041 9.621  0.144
H 11.668 -27.060 9.317  0.121
H 10.925 -25.468 9.237  0.117
H 13.983 -27.035 9.487  0.104
H 14.673 -25.458 9.754  0.110
O 10.253 -21.136 10.276  -0.081
H 10.774 -21.637 9.648  0.020
H 9.379 -21.523 10.225  0.003
O 10.194 -25.346 5.084  -0.083
H 9.851 -25.150 5.956  -0.025
H 10.889 -24.701 4.949  0.019

This record from the OMol25 dataset describes a single C25H25FN4O3 molecule. The level of theory is ωB97M-V/def2-TZVPD.

E_tot: -41150.848 eV
spin multiplicity: 1
charge: 0
largest force on an atom: 0.02463 Eh/bohr
SMILES string: O=C(NC[C@@H](c1cccnc1)N1CCN(c2ccc(F)cc2)CC1)c1ccc2c(c1)OCO2
Kohn-Sham gap: 8.44 eV
E_HOMO: -7.858 eV

Last column: Löwdin charge in e.
CARTESIAN COORDINATES (ANGSTROEM)
O 2.238 -0.149 -2.837  0.074
C 1.394 -0.296 -1.974  -0.465
N 1.497 0.249 -0.742  0.070
C 2.568 1.124 -0.339  -0.113
C 2.052 2.114 0.731  -0.243
C 1.364 3.299 0.102  -0.180
C 0.505 3.191 -0.988  -0.008
C -0.079 4.336 -1.504  -0.044
C 0.212 5.554 -0.910  -0.150
N 1.029 5.673 0.123  0.065
C 1.587 4.579 0.605  -0.105
N 1.179 1.362 1.635  -0.137
C 0.086 2.045 2.294  -0.138
C -0.978 0.981 2.656  -0.125
N -0.354 -0.312 2.853  -0.110
C -0.620 -1.352 1.978  -0.237
C -1.948 -1.621 1.620  -0.018
C -2.269 -2.687 0.807  -0.021
C -1.257 -3.503 0.337  -0.286
F -1.568 -4.552 -0.462  0.058
C 0.063 -3.272 0.668  -0.001
C 0.376 -2.203 1.486  -0.023
C 0.932 -0.185 3.490  -0.137
C 1.931 0.587 2.605  -0.152
C 0.134 -1.073 -2.185  -0.135
C -1.083 -0.605 -1.708  -0.034
C -2.272 -1.285 -1.958  0.002
C -2.188 -2.455 -2.672  -0.217
C -0.964 -2.932 -3.152  -0.196
C 0.206 -2.250 -2.939  0.078
O -1.171 -4.101 -3.826  0.045
C -2.545 -4.389 -3.690  -0.155
O -3.184 -3.313 -3.034  0.040
H 0.828 0.034 -0.015  0.107
H 2.933 1.657 -1.221  0.132
H 3.406 0.543 0.067  0.122
H 2.926 2.504 1.285  0.146
H 0.303 2.230 -1.435  0.103
H -0.743 4.280 -2.352  0.104
H -0.220 6.477 -1.272  0.103
H 2.253 4.732 1.446  0.117
H 0.424 2.577 3.199  0.127
H -0.356 2.781 1.623  0.117
H -1.703 0.904 1.846  0.110
H -1.506 1.284 3.569  0.123
H -2.741 -1.003 2.011  0.113
H -3.293 -2.899 0.545  0.125
H 0.835 -3.919 0.284  0.124
H 1.411 -2.037 1.733  0.102
H 1.314 -1.172 3.749  0.123
H 0.766 0.362 4.424  0.124
H 2.568 1.234 3.236  0.126
H 2.584 -0.101 2.066  0.108
H -1.128 0.318 -1.150  0.105
H -3.220 -0.913 -1.606  0.124
H 1.150 -2.594 -3.326  0.134
H -2.993 -4.532 -4.684  0.141
H -2.671 -5.307 -3.092  0.138

This record from the OMol25 dataset describes C31H35N4OPPdS2 as an isolated structure. The level of theory is ωB97M-V/def2-TZVPD.

E_tot: -75164.550 eV
spin multiplicity: 1
charge: -2
largest force on an atom: 0.02452 Eh/bohr
Kohn-Sham gap: 5.73 eV
E_HOMO: -1.378 eV

Last column: Löwdin charge in e.
CARTESIAN COORDINATES (ANGSTROEM)
Pd 0.513 1.166 0.389  0.359
S 0.308 1.334 2.670  0.603
C 1.964 1.364 3.229  -0.707
C 2.277 1.021 4.546  -0.152
C 3.578 1.116 5.023  -0.147
C 4.589 1.556 4.177  -0.149
C 4.290 1.884 2.860  -0.158
C 2.990 1.782 2.364  -0.709
S 2.631 2.194 0.696  0.575
H 1.477 0.677 5.192  0.087
H 3.799 0.840 6.048  0.078
H 5.610 1.640 4.534  0.077
H 5.074 2.225 2.192  0.083
C -0.235 1.691 -4.440  -0.122
C -0.481 1.770 -2.933  -0.514
C -1.929 1.374 -2.634  -0.127
P 0.646 0.769 -1.848  0.980
C 2.271 0.789 -2.726  -0.551
C 3.237 -0.177 -2.043  -0.130
C 2.839 2.205 -2.801  -0.132
C 0.058 -0.912 -2.011  -0.309
C 0.059 -1.656 -3.190  -0.077
C -0.471 -2.930 -3.270  -0.313
C -0.460 -3.718 -4.553  -0.087
C -1.031 -3.453 -2.092  -0.070
C -1.050 -2.757 -0.909  -0.018
C -0.492 -1.443 -0.815  -0.314
N -0.458 -0.726 0.323  -0.075
C -1.031 -1.302 1.477  -0.310
C -2.372 -1.050 1.789  -0.212
C -3.191 -0.203 0.859  -0.036
C -2.902 -1.571 2.963  -0.021
C -2.132 -2.339 3.827  -0.290
C -2.708 -2.846 5.125  -0.076
C -0.807 -2.590 3.495  -0.025
C -0.243 -2.077 2.334  -0.234
C 1.198 -2.310 1.981  -0.037
H -0.931 2.363 -4.949  0.074
H -0.428 0.683 -4.814  0.063
H 0.776 1.979 -4.731  0.051
H -0.316 2.799 -2.597  0.096
H -2.135 0.379 -3.038  0.074
H -2.618 2.084 -3.099  0.079
H -2.122 1.364 -1.564  0.031
H 2.076 0.432 -3.745  0.087
H 3.362 0.096 -0.993  0.030
H 4.217 -0.131 -2.530  0.069
H 2.870 -1.204 -2.098  0.066
H 2.989 2.616 -1.803  0.003
H 2.183 2.884 -3.349  0.059
H 3.810 2.191 -3.307  0.073
H 0.502 -1.223 -4.083  0.095
H 0.153 -3.219 -5.306  0.063
H -1.463 -3.837 -4.977  0.066
H -0.051 -4.723 -4.410  0.064
H -1.464 -4.451 -2.112  0.101
H -1.485 -3.207 -0.026  0.106
H -2.654 0.718 0.617  0.050
H -4.153 0.060 1.300  0.072
H -3.372 -0.720 -0.088  0.082
H -3.938 -1.358 3.211  0.108
H -3.761 -3.113 5.015  0.065
H -2.644 -2.086 5.909  0.073
H -2.170 -3.728 5.479  0.063
H -0.184 -3.168 4.171  0.106
H 1.761 -2.657 2.849  0.072
H 1.645 -1.382 1.619  0.064
H 1.292 -3.052 1.182  0.076
O -0.530 3.700 0.043  -0.167
N -1.656 3.208 -0.117  -0.110
C -2.730 4.016 0.056  -0.339
C -2.622 5.396 0.377  -0.240
N -2.564 6.523 0.622  0.099
C -4.005 3.442 -0.176  -0.257
N -5.053 2.993 -0.369  0.095

This record from the OMol25 dataset describes a single C4H9ClSi molecule. The level of theory is ωB97M-V/def2-TZVPD.

E_tot: -24695.458 eV
spin multiplicity: 1
charge: 0
largest force on an atom: 0.02573 Eh/bohr
SMILES string: C=C[Si](C)(C)Cl
Kohn-Sham gap: 11.06 eV
E_HOMO: -10.150 eV

Last column: Löwdin charge in e.
CARTESIAN COORDINATES (ANGSTROEM)
C 1.526 1.386 -1.245  -0.076
C 0.735 0.328 -1.280  -0.270
Si 0.064 -0.253 0.306  0.177
C -1.262 0.925 0.914  -0.198
C -0.540 -2.049 0.310  -0.211
Cl 1.693 -0.196 1.649  0.286
H 1.778 1.810 -0.293  0.026
H 1.946 1.824 -2.125  0.052
H 0.511 -0.147 -2.218  0.056
H -1.010 1.336 1.889  0.025
H -1.323 1.808 0.283  0.026
H -2.228 0.429 0.889  0.027
H 0.338 -2.688 0.253  0.020
H -1.081 -2.250 1.238  0.031
H -1.148 -2.264 -0.572  0.029

This record from the OMol25 dataset describes H16O8 as an isolated structure. The level of theory is ωB97M-V/def2-TZVPD.

E_tot: -16628.718 eV
spin multiplicity: 1
charge: 0
largest force on an atom: 0.27663 Eh/bohr
Kohn-Sham gap: 6.51 eV
E_HOMO: -7.511 eV

Last column: Löwdin charge in e.
CARTESIAN COORDINATES (ANGSTROEM)
O -0.564 2.237 -0.868  -0.120
H -0.474 1.494 -0.271  -0.101
H -1.490 2.472 -0.820  0.043
O 0.819 0.609 -2.155  -0.011
H 0.983 0.218 -3.013  0.061
H 1.172 -0.025 -1.531  0.024
O -1.843 -1.012 -0.296  -0.035
H -1.819 -1.884 -0.689  0.051
H -0.930 -0.724 -0.293  -0.069
O 1.733 0.968 0.694  0.166
H 2.358 0.881 -0.025  0.124
H 2.247 1.328 1.417  0.150
O -2.054 0.970 -1.618  -0.095
H -1.286 0.588 -1.193  -0.016
H -2.105 0.527 -2.465  0.052
O -0.294 -1.137 3.025  -0.034
H -0.041 -1.876 3.579  0.023
H 0.149 -1.299 2.192  -0.360
O 0.665 -1.425 1.350  0.180
H 1.607 -1.266 1.282  0.159
H 0.481 -2.070 0.668  0.163
O -0.074 0.306 0.160  -0.115
H -0.062 -0.512 0.657  -0.024
H 0.824 0.634 0.216  -0.217

This record from the OMol25 dataset describes a 2-piece molecular cluster, C3H5IO overall. The level of theory is ωB97M-V/def2-TZVPD.

E_tot: -13338.058 eV
spin multiplicity: 1
charge: 0
largest force on an atom: 0.07359 Eh/bohr
SMILES string: O=C=CI.C
Kohn-Sham gap: 8.26 eV
E_HOMO: -8.777 eV

Last column: Löwdin charge in e.
CARTESIAN COORDINATES (ANGSTROEM)
O -1.397 2.458 -0.843  0.162
C -1.219 1.511 -0.182  -0.327
C -1.099 0.414 0.537  -0.694
I -2.376 -1.276 0.452  0.809
H -0.337 0.514 1.365  0.076
C 1.217 -0.723 -0.207  -0.085
H 0.861 -1.396 0.466  -0.022
H 0.684 -0.632 -1.131  0.031
H 2.086 -1.122 -0.622  -0.001
H 1.578 0.253 0.165  0.052

Which of these has the lowest charge?
C31H35N4OPPdS2

Which of these has the highest largest force on an atom?
H16O8

charge of number 6 (C3H5IO)?
0